(1)
Formula: C6H14O
Source: the Open Molecules 2025 dataset
Level of theory: ωB97M-V/def2-TZVPD

Calculated values
**F_max**: 1.6 eV/Å
**Relative energy (zero: lowest compared OMol25 entry of this formula, charge and spin)**: 5.894 eV
**Orbital gap**: 7.788 eV
**E_LUMO**: 1.0 eV

Geometry as XYZ:
```
21
C6H14O ωB97M-V/def2-TZVPD
O 2.405 0.458 0.593
C -2.122 -0.777 0.640
C -0.861 -1.382 0.577
C 3.216 1.076 -0.372
C 0.373 -0.720 1.104
C 1.270 -0.138 0.014
C -2.488 0.675 -0.901
H -1.953 1.599 -0.672
H -3.569 0.867 -0.787
H 0.707 0.613 -0.571
H 0.114 0.083 1.808
H -0.808 -2.330 0.063
H 1.573 -0.936 -0.686
H 3.582 0.356 -1.123
H 4.072 1.513 0.148
H -2.325 0.010 1.359
H 2.673 1.875 -0.904
H -1.481 -0.394 -0.414
H 0.935 -1.467 1.668
H -3.007 -1.349 0.383
H -2.305 0.367 -1.929
```

***

(2)
Formula: C5H12O
Source: the Open Molecules 2025 dataset
Level of theory: ωB97M-V/def2-TZVPD

Calculated values
**F_max**: 0.5 eV/Å
**Relative energy (zero: lowest compared OMol25 entry of this formula, charge and spin)**: 4.501 eV
**Orbital gap**: 8.716 eV
**E_LUMO**: 0.3 eV

Geometry as XYZ:
```
18
C5H12O ωB97M-V/def2-TZVPD
O -0.051 -1.573 0.390
C -1.140 -2.457 0.340
C -0.099 -0.607 -0.619
C 0.893 1.411 -1.573
C 1.096 0.236 -0.683
C 0.399 1.424 1.834
H 1.607 1.308 -2.401
H 1.234 2.308 -1.038
H 0.058 0.721 2.597
H -0.466 1.795 1.273
H -0.111 1.603 -1.988
H -1.159 -3.026 -0.604
H 1.101 0.894 1.176
H -1.028 -3.154 1.172
H -0.037 -1.075 -1.634
H 0.921 2.265 2.294
H -1.070 -0.069 -0.608
H -2.102 -1.929 0.441
```

***

(3)
Formula: C25H32N4O13SSr
Source: the Open Molecules 2025 dataset
Level of theory: ωB97M-V/def2-TZVPD

Calculated values
**F_max**: 4.1 eV/Å
**Relative energy (zero: lowest compared OMol25 entry of this formula, charge and spin)**: 0.170 eV
**Orbital gap**: 7.320 eV
**E_LUMO**: -0.7 eV

Geometry as XYZ:
```
76
C25H32N4O13SSr ωB97M-V/def2-TZVPD
Sr -0.444 0.244 0.318
S 6.958 3.481 -1.019
O -1.357 -0.078 2.576
O -0.940 -2.266 1.333
O -6.304 3.189 -3.329
O -5.649 -2.760 -2.071
O -1.005 1.505 -1.468
O 0.349 -1.680 -0.870
O -2.444 -0.721 -0.487
O 0.887 1.148 2.621
O -1.931 1.998 0.472
O -4.170 -2.807 -0.516
O -7.375 1.351 -3.661
O 2.595 -1.029 1.881
O 3.242 -1.310 -1.028
N 5.383 4.464 -2.835
N -6.431 1.979 -3.208
N 1.950 1.653 -0.407
N -4.798 -2.211 -1.385
C -1.376 0.975 3.517
C -5.545 -0.094 -2.288
C -2.497 -0.929 2.560
C -0.199 1.886 3.158
C 3.084 1.628 0.295
C -2.007 -2.343 2.269
C 2.775 -2.264 1.217
C 3.750 -2.045 0.066
C 2.464 -2.017 -1.976
C -3.336 1.279 -1.312
C -3.405 -0.143 -1.078
C 4.242 2.268 -0.107
C -4.301 1.964 -1.970
C -0.823 -3.345 0.420
C 3.065 3.020 -2.024
C 4.256 2.984 -1.301
C -0.511 -2.814 -0.973
C 1.075 -1.409 -2.062
C -5.417 1.262 -2.473
C 1.953 2.350 -1.541
C 1.627 0.354 3.542
C -4.581 -0.799 -1.578
C 1.777 -1.069 3.031
C 5.493 3.671 -1.759
C -2.011 1.728 -0.749
H 6.209 4.939 -3.153
H 4.581 -1.452 0.449
H 3.068 1.057 1.207
H 2.947 -1.937 -2.956
H -1.438 -2.505 -1.453
H 2.244 -1.683 3.813
H 1.177 -0.325 -2.145
H -3.180 -0.606 1.774
H -1.288 0.565 4.531
H -2.305 1.550 3.456
H 1.141 0.329 4.521
H -0.042 -3.613 -1.557
H -1.758 -3.906 0.356
H -2.835 -2.931 1.868
H 0.791 -1.482 2.791
H -0.510 2.548 2.351
H 0.539 -1.782 -2.938
H 4.134 -3.019 -0.262
H 0.102 2.479 4.026
H 2.620 0.798 3.658
H -3.013 -0.908 3.524
H 2.981 3.548 -2.964
H 5.139 2.216 0.492
H 1.014 2.374 -2.082
H -0.030 -4.021 0.762
H -4.240 3.031 -2.131
H 1.815 -2.645 0.857
H 4.507 4.648 -3.292
H 3.214 -3.004 1.901
H -6.402 -0.616 -2.686
H 2.394 -3.078 -1.711
H -1.643 -2.815 3.190
```

***

(4)
Formula: C15H21F16O4P
Source: the Open Molecules 2025 dataset
Level of theory: ωB97M-V/def2-TZVPD

Calculated values
**F_max**: 2.3 eV/Å
**Orbital gap**: 9.126 eV
**E_LUMO**: 0.5 eV
**Structure (SMILES)**: FC(F)C(F)(F)COC(F)(F)C(F)F.FC(F)C(F)(F)COC(F)(F)C(F)F.CCC(=O)OCC[PH4]

Geometry as XYZ:
```
57
C15H21F16O4P ωB97M-V/def2-TZVPD
P 1.790 3.433 -1.932
F -4.764 -0.615 1.363
F 2.185 -6.072 -3.124
F 1.287 -3.364 -2.965
F 1.831 -1.493 -1.977
F -2.447 -0.292 2.640
F -5.583 2.618 4.548
F 0.645 -3.238 -0.352
F 4.612 -5.175 -1.937
F -3.957 1.406 1.192
F -4.638 5.144 4.173
F 2.203 -4.729 -0.675
F -3.685 3.770 2.765
F 5.514 -5.310 -3.902
F -3.271 1.262 3.924
F -7.051 3.975 3.714
F 3.899 -7.417 -3.307
O -6.165 2.484 2.369
O 2.505 1.453 1.170
O 2.082 -0.724 1.491
O 3.877 -3.873 -3.631
C 0.746 0.312 -0.165
C -4.850 4.359 3.094
C 2.156 -2.816 -2.091
C 3.577 -2.854 -2.687
C 1.944 -3.407 -0.693
C -5.908 3.308 3.441
C 4.345 -5.111 -3.252
C -5.950 1.079 2.422
C 3.393 -6.225 -3.696
C -3.591 0.187 3.180
C 3.280 2.032 0.110
C 2.798 3.422 -0.307
C 1.831 0.303 0.869
C -0.530 1.037 0.307
C -4.554 0.547 2.045
H -1.367 0.361 0.261
H 1.094 0.665 -1.124
H 0.483 -0.711 -0.322
H 1.001 3.337 -3.158
H -0.383 1.391 1.317
H 4.340 -2.781 -1.914
H 3.654 -1.937 -3.270
H 2.028 4.812 -2.152
H -6.308 0.651 3.357
H 0.617 3.118 -1.195
H 3.278 -6.214 -4.782
H 4.297 2.140 0.457
H 3.281 1.350 -0.741
H 3.636 4.110 -0.333
H 2.568 -2.900 0.047
H -5.188 4.973 2.256
H 2.688 2.466 -2.497
H 2.131 3.743 0.486
H -6.609 0.692 1.646
H -0.780 1.901 -0.294
H -4.018 -0.583 3.829
```

***

(5)
Formula: C23H35OSW
Source: the Open Molecules 2025 dataset
Level of theory: ωB97M-V/def2-TZVPD

Calculated values
**F_max**: 5.2 eV/Å
**Relative energy (zero: lowest compared OMol25 entry of this formula, charge and spin)**: 0.221 eV
**Orbital gap (alpha / beta)**: 6.155 / 6.423 eV
**E_LUMO (alpha / beta)**: -4.3 / -4.3 eV
**Net charge**: +1
**Spin multiplicity**: 3

Geometry as XYZ:
```
61
C23H35OSW ωB97M-V/def2-TZVPD
W 0.021 -0.142 -0.291
S -0.128 3.519 1.346
O -1.524 3.280 0.857
C 0.217 1.044 -2.088
C -0.135 -1.258 -2.150
C 2.114 -1.678 2.878
C 2.153 -0.036 0.907
C -3.370 -2.899 0.647
C 2.011 -2.732 1.741
C -2.164 0.309 -2.702
C 2.346 -2.067 -1.990
C 1.481 0.391 -1.894
C -0.254 3.967 3.085
C -2.464 -0.144 0.037
C 0.977 -1.902 3.901
C 2.800 1.092 -1.925
C -0.047 2.510 -2.124
C -0.768 0.025 -2.300
C 1.266 -1.026 -1.919
C -4.179 -1.883 0.147
C 1.907 -0.397 2.296
C -0.789 -2.592 -2.320
C -2.075 -2.548 0.966
C -3.787 -0.531 -0.154
C 0.399 5.105 0.657
C -1.651 -1.208 0.755
H -0.832 -1.197 1.526
H 2.255 1.045 0.674
H 2.768 2.046 -1.382
H -5.211 -2.133 -0.017
H -2.185 0.618 -3.760
H 0.844 3.073 -1.824
H 3.163 -1.891 -1.276
H 2.805 -2.067 -2.995
H -3.685 -3.954 0.786
H 2.884 -0.647 0.331
H 3.619 0.484 -1.516
H 1.490 -2.237 0.858
H -2.572 1.134 -2.107
H 2.913 -3.209 1.333
H -0.322 2.798 -3.150
H 0.489 4.737 3.319
H -1.393 -3.134 1.551
H 1.961 -3.080 -1.806
H -1.778 -2.615 -1.848
H -4.598 0.138 -0.587
H -0.871 2.798 -1.455
H -0.445 5.532 0.104
H 1.304 -3.520 2.000
H 0.253 -1.063 3.847
H 0.393 -2.777 3.590
H 3.051 1.326 -2.974
H -0.194 -3.395 -1.864
H -0.932 -2.837 -3.384
H -1.276 4.318 3.271
H 1.246 4.912 -0.013
H 0.714 5.770 1.469
H 1.435 0.400 2.886
H -2.813 -0.565 -2.584
H -0.041 3.060 3.663
H 1.203 -2.065 4.973
```

***

(6)
Formula: C19H25N3O
Source: the Open Molecules 2025 dataset
Level of theory: ωB97M-V/def2-TZVPD

Calculated values
**F_max**: 16.9 eV/Å
**Relative energy (zero: lowest compared OMol25 entry of this formula, charge and spin)**: 19.335 eV
**Orbital gap**: 8.990 eV
**E_LUMO**: 0.5 eV

Geometry as XYZ:
```
48
C19H25N3O ωB97M-V/def2-TZVPD
O -4.754 0.865 1.361
N -3.276 0.500 0.005
N 1.226 1.202 0.178
N 0.653 2.307 -0.181
C 5.102 -1.729 -0.642
C -5.242 1.405 -0.820
C 5.412 0.528 -0.021
C 7.023 0.479 -0.188
C 0.364 0.067 0.516
C 3.421 1.896 0.462
C 2.664 0.821 -0.064
C 3.219 -0.323 -0.196
C -2.207 0.215 0.766
C 4.730 -0.403 -0.457
C 4.898 1.628 0.302
C -6.198 0.129 -1.051
C -0.927 0.823 0.422
C -0.516 1.923 0.013
C -0.793 -1.849 1.695
C -2.069 -1.401 0.955
C -5.574 -1.093 -1.489
C -4.398 0.948 0.320
C 0.450 -1.333 0.811
H -2.437 0.492 2.026
H 5.526 2.602 0.536
H 1.263 -1.310 1.644
H -1.937 -1.528 -0.029
H 0.610 -1.910 0.076
H -1.161 3.038 0.027
H 7.216 -0.351 0.616
H -0.773 -2.755 1.905
H 4.379 -2.508 -0.819
H -4.945 1.513 -1.672
H 5.821 -1.541 -1.939
H 3.047 2.978 0.555
H -4.769 -1.599 -0.807
H -2.889 -1.755 1.262
H 2.576 -1.214 -0.664
H 5.863 -2.094 0.045
H -3.089 0.403 -0.861
H -6.125 2.257 -0.253
H -6.962 -0.046 -0.184
H 7.428 1.212 0.081
H -0.777 -1.203 2.955
H -6.178 -1.958 -1.783
H 7.288 0.339 -1.216
H -7.159 0.307 -1.744
H -5.020 -0.975 -2.459
```

***

(7)
Formula: C4H13NO2
Source: the Open Molecules 2025 dataset
Level of theory: ωB97M-V/def2-TZVPD

Calculated values
**F_max**: 1.4 eV/Å
**Relative energy (zero: lowest compared OMol25 entry of this formula, charge and spin)**: 1.207 eV
**Orbital gap**: 9.959 eV
**E_LUMO**: 0.9 eV
**Structure (SMILES)**: C/C=C/CN.O.O

Geometry as XYZ:
```
20
C4H13NO2 ωB97M-V/def2-TZVPD
O -2.054 -2.420 1.376
O -3.178 0.545 -0.726
N 0.888 -1.482 1.263
C 0.818 1.415 -0.808
C 1.356 0.247 -0.440
C 1.477 2.741 -0.607
C 0.597 -0.989 -0.117
H -2.835 -0.347 -0.831
H -0.223 1.431 -1.129
H -4.093 0.549 -1.013
H 2.441 0.216 -0.525
H 1.534 -2.258 1.238
H 0.779 -1.816 -0.809
H 2.562 2.628 -0.631
H 1.302 -0.672 1.705
H -0.474 -0.825 -0.204
H 1.177 3.464 -1.361
H -2.207 -3.311 1.702
H 1.244 3.149 0.376
H -1.110 -2.267 1.543
```

***

Table of calculated total energy (Eh), in record order: -312.03843 -272.78325 -2597.78533 -2824.21908 -1437.37771 -977.85350 -365.39812